Cu2H16O28S5Zn2 as an isolated structure in a non-equilibrium geometry. Source: OMol25; level of theory: wB97M-V/def2-TZVPD.

Computed properties:
Expectation value of S²: 2.004
E (a.u.): -10947.18486
E_HOMO (spin up / spin down) (eV): -3.19 / -3.15
F_max (eV Å⁻¹): 4.42
Lowest unoccupied orbital energy (spin up / spin down) (eV): 1.8715 / 1.8717
2S+1: 3
Total charge: -2

Each line ends with the Mulliken spin population.
Atoms and positions in Å:
Zn: 0.23176 -0.86709 2.61367  0.001
Zn: -0.61754 0.25702 -3.29762  0.000
Cu: 2.15912 2.17504 0.12080  0.776
Cu: -2.37117 2.14009 0.70404  0.765
S: -0.37245 3.27331 -1.86611  0.005
O: -1.44491 3.13021 -0.87617  0.025
O: -0.58390 4.44400 -2.70652  0.010
O: 0.92926 3.38517 -1.16333  0.026
O: -0.36918 2.08716 -2.75162  0.001
S: -3.04690 -0.30660 3.06466  -0.004
O: -3.22562 0.10635 4.45382  0.014
O: -4.04131 -1.29493 2.63549  0.005
O: -3.17301 0.92529 2.26518  0.064
O: -1.68816 -0.89449 2.91844  0.001
S: 3.40838 -0.30524 2.22352  -0.003
O: 2.09546 -1.02618 2.26685  0.001
O: 3.67812 0.36872 3.47801  0.002
O: 4.44712 -1.31309 1.94287  0.009
O: 3.39805 0.70799 1.12168  0.042
S: -0.27680 -0.25043 -0.32708  0.007
O: -1.52826 0.47297 -0.15591  0.013
O: -0.16117 -0.72387 -1.72643  0.000
O: 0.81050 0.68432 -0.12714  0.008
O: -0.10574 -1.28672 0.68143  0.000
S: 0.26861 2.45910 2.61326  -0.015
O: -1.09630 2.80404 2.14603  0.084
O: 0.44415 3.03864 3.93018  0.032
O: 0.40564 1.00605 2.60511  0.011
O: 1.25704 3.01134 1.64571  0.102
O: 2.84298 -3.68922 1.27216  0.000
H: 2.34507 -3.17688 0.62586  0.000
H: 3.29171 -3.00546 1.80746  0.000
O: 3.24353 1.37969 -1.63176  0.015
H: 4.10231 1.05951 -1.30094  0.000
H: 3.39277 1.65750 -2.54153  0.000
O: -3.39292 -1.54590 -0.03719  0.000
H: -2.80778 -0.79528 -0.19471  -0.001
H: -3.62070 -1.45295 0.92878  0.000
O: 1.28406 -0.04811 -3.76245  0.000
H: 1.78132 0.42150 -4.44359  0.000
H: 1.91804 -0.22484 -3.03102  0.000
O: -4.19116 1.59950 -0.46450  0.008
H: -4.95933 2.16912 -0.57471  0.002
H: -4.38486 0.79323 -0.95906  0.000
O: -1.37417 -1.48538 -4.06789  0.000
H: -2.28960 -1.79479 -4.02104  0.000
H: -0.82902 -2.28111 -3.97620  0.000
O: -0.50436 -4.18115 -0.02286  0.000
H: -0.33249 -3.22945 0.06918  0.000
H: -0.62893 -4.48410 0.88101  0.000
O: 2.21524 -2.16929 -1.10813  0.000
H: 2.07542 -1.66257 -0.28650  0.000
H: 1.39208 -2.06177 -1.59321  0.000